(1)
A cluster of 13 separate species, H26O13 in total. Source: the OMol25 dataset; level of theory: ωB97M-V/def2-TZVPD.

Summary:
Total charge   0
Spin multiplicity   1

Structure (XYZ):
```
39
Properties=species:S:1:pos:R:3:lowdin_charge:R:1
O -1.82 3.36 1.73 -0.04
H -0.53 -2.65 1.27 0.00
H -2.12 -0.61 -2.06 0.03
O -2.31 -0.56 -1.10 -0.06
H -3.13 -0.04 -1.05 0.08
H 1.42 0.71 3.25 -0.01
O 1.34 -1.24 -2.68 -0.05
H -1.99 4.09 2.32 0.06
O 0.23 -0.01 -0.21 -0.06
H -0.44 -1.25 -3.17 0.02
H -1.78 3.75 0.85 0.05
H 1.83 1.46 -2.75 -0.03
H -1.51 -1.50 3.12 0.00
H -0.82 1.89 2.61 0.03
O -1.27 -1.05 -3.66 -0.07
O -1.78 -0.77 3.71 -0.08
O -1.25 -3.05 -0.26 -0.04
H -1.87 -2.36 -0.55 0.02
H -1.73 -3.89 -0.35 0.07
O -0.04 -2.40 2.09 -0.08
H 1.90 -0.61 -3.16 0.05
H 2.30 -0.09 0.16 0.01
O 3.22 0.02 -0.10 -0.05
H 0.25 2.36 3.60 0.07
H 3.65 0.32 0.71 0.06
H 1.25 -0.87 -1.79 0.01
H 0.06 2.69 -3.40 0.06
H -0.54 1.35 -3.85 0.04
H 0.89 -2.58 1.89 0.05
H -0.65 0.19 -0.59 0.03
O -0.23 1.58 3.32 -0.07
H 0.04 -0.61 0.53 0.04
H 1.87 -0.25 4.36 0.04
O 2.14 0.11 3.51 -0.07
H -1.10 -0.08 3.64 -0.02
O 2.76 1.52 -2.44 -0.09
H -1.30 -1.71 -4.36 0.06
H 2.80 1.02 -1.60 -0.01
O 0.29 1.78 -3.59 -0.04
```

---

(2)
A cluster of 13 separate species, H26O13 in total. Source: the OMol25 dataset; level of theory: ωB97M-V/def2-TZVPD.

Summary:
Total charge   0
Spin multiplicity   1

Structure (XYZ):
```
39
Properties=species:S:1:pos:R:3:lowdin_charge:R:1
H 3.50 -0.49 -3.95 -0.01
O 0.97 -3.71 -1.11 -0.03
O -1.94 -2.95 -2.33 -0.07
H -0.37 -0.22 0.81 0.00
H -0.99 -4.33 1.38 0.10
O -2.61 3.70 2.08 -0.05
O 2.28 -1.45 1.26 -0.10
O 3.24 -0.67 -3.09 -0.03
O 1.89 1.72 2.22 -0.07
H -0.11 -1.21 -0.30 0.07
H 1.76 -3.41 -0.76 -0.01
H -1.48 -2.46 -3.06 0.07
H 0.70 3.52 1.73 -0.03
O 0.30 4.28 1.35 -0.07
O 0.88 1.31 -1.46 -0.07
H 2.83 -1.77 1.95 0.02
H -2.56 -4.24 1.28 0.01
H 1.49 1.60 -0.87 0.00
H 0.47 -2.89 -0.84 0.02
H -0.70 2.82 -2.45 -0.01
H -2.09 3.07 1.56 -0.01
H 3.36 -1.63 -2.94 0.05
H 2.76 2.15 2.26 0.06
O -1.27 2.13 -0.14 -0.10
H -1.34 -3.26 -1.66 -0.02
H 1.36 1.44 -2.31 0.09
O 0.25 -0.78 0.48 0.00
O -0.55 2.07 -2.94 -0.05
H 1.85 0.73 2.25 0.04
H -3.15 -1.36 2.43 0.01
H 1.29 -1.45 1.50 0.04
H -3.33 3.89 1.52 0.00
H -0.01 3.84 0.48 0.05
H -1.06 1.54 -0.97 0.08
H -0.23 2.44 -3.80 0.09
O -1.80 -3.69 1.23 -0.08
H -2.17 -0.76 3.51 0.06
H -0.46 1.87 0.34 0.02
O -2.95 -1.36 3.36 -0.07
```

---

(3)
A cluster of 13 separate species, H26O13 in total. Source: the OMol25 dataset; level of theory: ωB97M-V/def2-TZVPD.

Summary:
Total charge   0
Spin multiplicity   1

Structure (XYZ):
```
39
Properties=species:S:1:pos:R:3:lowdin_charge:R:1
H 2.20 0.02 0.68 -0.01
H -1.30 -2.42 -0.99 -0.01
O -1.99 -2.08 -2.35 0.01
O 3.31 -2.50 0.31 -0.04
H -1.12 2.99 0.86 0.00
H -3.62 -0.02 0.47 0.05
H 2.19 3.11 0.54 0.02
O 1.56 1.76 -2.15 -0.03
H -0.81 -0.64 2.99 0.07
H 3.73 -3.32 0.00 0.05
O -0.21 2.40 2.16 -0.06
H 3.52 0.32 1.30 0.05
H 2.17 1.03 -2.04 0.05
H 2.42 -2.80 0.13 -0.02
H -1.74 -1.16 -2.15 0.04
H -1.34 1.03 -2.74 0.13
H -2.08 4.11 0.30 0.01
H -0.55 1.53 2.47 0.00
H -2.86 -2.30 -2.23 0.02
H 0.80 1.23 -1.94 -0.01
O 1.20 -3.86 -1.42 -0.04
H 0.10 -1.05 0.10 0.00
O -1.38 0.08 2.79 -0.01
H 0.78 -3.49 -0.63 -0.01
O 2.95 0.64 0.56 -0.09
O 0.41 -0.17 0.33 -0.05
H 1.45 2.84 -0.75 -0.03
H -2.34 0.16 1.14 0.02
O -1.06 0.62 -1.87 -0.06
H -1.63 -2.36 0.51 0.05
H 1.88 -4.47 -1.13 0.03
H -1.66 0.32 3.67 0.08
H -0.21 0.47 -0.01 0.02
H -1.71 0.95 -1.28 0.00
O -0.89 -2.47 -0.09 -0.07
O 1.50 3.47 -0.03 -0.07
O -2.74 0.28 0.26 -0.04
O -1.67 3.29 0.07 -0.09
H 0.74 2.45 2.16 0.04
```

---

(4)
A cluster of 13 separate species, H26O13 in total. Source: the OMol25 dataset; level of theory: ωB97M-V/def2-TZVPD.

Summary:
Total charge   0
Spin multiplicity   1

Structure (XYZ):
```
39
Properties=species:S:1:pos:R:3:lowdin_charge:R:1
O -1.03 1.80 -4.27 -0.05
H -2.03 -2.21 -0.83 0.01
H 0.61 2.85 -0.34 0.03
H -1.15 4.75 -0.73 0.08
H 2.65 2.95 3.04 0.03
H -0.82 2.28 -3.47 0.02
H -1.80 -0.71 -0.90 0.00
O -2.60 0.00 1.86 -0.04
O 0.14 -4.70 -2.59 -0.07
H 1.59 -1.39 -2.34 0.00
O -1.32 2.93 2.09 -0.05
H -0.65 0.92 -4.13 0.03
O -0.55 -1.25 4.88 -0.05
O -2.13 -1.45 -1.42 -0.05
H 0.38 -1.48 4.78 0.03
O -0.48 4.07 -0.60 -0.07
H 1.91 3.86 2.08 0.03
H 1.73 -2.38 1.51 0.03
H 0.36 -4.06 -1.90 -0.02
H -0.03 1.75 0.49 0.02
H 0.06 -2.73 -0.31 0.01
H 1.19 -0.35 0.58 0.04
O 2.07 -1.05 -3.10 -0.05
O 2.78 3.50 2.26 -0.06
H -3.51 0.20 1.64 0.06
H 2.79 -1.31 1.69 0.04
H -1.27 2.61 1.19 -0.01
H 2.16 -1.81 -3.69 0.04
H 0.77 -0.09 -0.85 0.03
O -0.50 -3.52 -0.37 -0.06
O 0.14 2.02 -0.42 -0.08
H -1.37 2.13 2.63 0.02
H -0.74 -0.70 4.11 0.01
H 0.12 4.18 -1.34 0.07
O 2.55 -2.05 1.13 -0.05
O 0.72 -0.75 -0.15 -0.06
H -2.21 -0.27 1.02 0.01
H -0.64 -4.32 -3.02 0.04
H 0.11 -4.24 -0.20 0.07
```

---

In the order shown, the computed energy values come out to -27041.26174, -27036.85874, -27039.91655, -27037.91775 eV.
In the order shown, the computed relative energy (zero: lowest compared OMol25 entry of this formula, charge and spin) values come out to 0.685, 5.088, 2.031, 4.029 eV.